ORCA calculation (ωB97M-V/def2-TZVPD) on a structure of composition C30H26EuN2O7PS3 in a non-equilibrium geometry.

The geometry in XYZ format:
```
70
Properties=species:S:1:pos:R:3
Eu -1.94623 0.96475 -0.53440
O -1.43915 1.27181 -2.68512
C -1.55387 0.01998 -2.75708
O -2.44798 -0.59296 -2.12841
C -0.44620 -0.75622 -3.40047
C -0.53468 -1.45774 -4.59026
C 0.56475 -2.16719 -5.04180
C 1.71878 -2.22404 -4.27732
C 1.80217 -1.53340 -3.07962
C 0.73003 -0.76417 -2.64356
P 0.77458 0.31511 -1.14546
C 2.04253 1.48367 -1.74522
C 3.41176 1.24810 -1.69817
C 4.28506 2.17477 -2.24294
C 3.79898 3.32489 -2.84293
C 2.43466 3.56419 -2.88641
C 1.55698 2.65018 -2.33102
C 1.61759 -0.73363 0.07525
C 2.36227 -0.18686 1.11610
C 2.80687 -0.99787 2.14584
C 2.50568 -2.34964 2.14966
C 1.75478 -2.89529 1.12142
C 1.30063 -2.08977 0.09585
H -1.44715 -1.43030 -5.16287
H 0.51314 -2.68165 -5.98937
H 2.55857 -2.81254 -4.61417
H 2.69108 -1.60070 -2.47105
H 3.79361 0.35334 -1.22823
H 5.35054 2.00089 -2.19632
H 4.48700 4.04154 -3.26809
H 2.06111 4.46701 -3.34723
H 0.48480 2.82212 -2.34780
H 2.58530 0.87110 1.12304
H 3.38181 -0.57607 2.95642
H 2.84562 -2.97893 2.95882
H 1.51725 -3.94912 1.12252
H 0.68337 -2.49528 -0.69590
O 0.64331 3.55657 2.34089
C 0.49873 2.74902 3.40420
C 0.94502 3.22992 4.63633
C 0.84687 2.45995 5.77231
C 0.28898 1.18851 5.70886
C -0.16087 0.69862 4.50187
C -0.06139 1.45977 3.33407
C -0.58419 0.93498 2.05967
O -0.63754 1.71517 1.01772
N -0.95574 -0.31976 2.06960
N -1.40919 -0.86748 0.87721
C -1.87407 -2.05552 1.04826
S -2.42952 -3.01570 -0.28740
C -2.46952 -4.57784 0.70468
C -2.91562 -4.21069 2.09603
S -1.89947 -2.78164 2.64100
H 0.21789 3.11576 1.57301
H 1.35737 4.22651 4.66535
H 1.20607 2.85296 6.71154
H 0.20354 0.59616 6.60547
H -0.61286 -0.27638 4.42456
H -1.46673 -5.00574 0.70493
H -3.16142 -5.26446 0.22145
H -2.76585 -5.02825 2.79749
H -3.96164 -3.90346 2.10920
C -5.05146 1.62913 -2.00986
S -4.38743 1.94459 -0.34105
O -3.94542 0.61812 0.16242
O -5.39413 2.58718 0.44464
O -3.15108 2.73520 -0.54986
H -5.70819 0.76912 -1.95030
H -4.21309 1.43138 -2.67617
H -5.59743 2.50822 -2.33179
```

E	-109971.952	eV
energy above the lowest of the compared OMol25 structures with the same formula, charge and spin	208.5	kJ/mol
E_HOMO (alpha / beta)	-2.2 / -4.9	eV
orbital gap (alpha / beta)	0.16266 / 0.26129	Ha
spin multiplicity	8
charge	-1

Löwdin population analysis, charges in e, atoms 1 to 5: 1.341 -0.148 -0.727 -0.129 -0.134